Entry P
DFT (wB97M-V/def2-TZVPD) results for an isolated molecule of C7H11N3O4.

## Properties
Frontier orbital gap (spin up / spin down) = 0.3814 / 0.1623 Ha
LUMO (spin up / spin down) = 0.69 / -2.92 eV

Structure (ORCA input):
```
! RIJCOSX wB97M-V def2-TZVPD def2/J DEFGRID3
* xyz 0 1
C -0.4741 -0.3683 -4.3151
C -2.0879 -0.7836 -2.1682
C -0.6990 -0.9161 -2.6831
C -0.9259 0.1044 -1.5874
C 1.4230 -1.1080 3.0715
C -0.3052 -0.0259 -0.2103
C 1.1635 0.2268 -0.4618
N 2.2484 2.0417 0.3430
N 1.5541 1.5748 -0.5868
N 2.2126 -0.1705 0.9239
O 0.0679 -1.2825 -4.8570
O -0.8516 0.7762 -4.4827
O 2.9478 1.0811 1.0777
O 1.2137 -0.2241 1.9447
H -2.7746 -0.1629 -2.7143
H -2.6282 -1.5477 -1.5856
H -0.0737 -1.7595 -2.4772
H -0.9694 1.1608 -2.0139
H 0.5379 -0.8618 3.5953
H 2.2446 -0.6782 3.6667
H 1.5958 -2.1817 2.7908
H -0.8196 0.5824 0.5394
H -0.4085 -1.1188 0.1119
H 1.4735 -0.4846 -1.2570
H 2.7625 2.8713 0.3212
*
```

Atom charges from the Löwdin analysis, given in e for atoms 1 to 6: -0.564 -0.032 -0.098 -0.224 -0.057 -0.134

Entry Q
DFT (wB97M-V/def2-TZVPD) results for an isolated molecule of C7H11N3O4.

## Properties
Frontier orbital gap = 0.3321 Ha
LUMO = -0.07 eV

Structure (ORCA input):
```
! RIJCOSX wB97M-V def2-TZVPD def2/J DEFGRID3
* xyz 0 1
C 3.4090 0.2125 0.4934
O 2.6675 -1.0266 0.2803
C 1.3586 -0.8191 0.2786
C 0.6104 -2.0792 0.1684
N 0.8643 0.3261 0.0787
C -0.5853 0.5845 0.0471
O -0.8458 1.7163 -0.6879
C -0.0226 2.1099 -1.8031
N -1.0310 0.7123 1.3686
C -2.1798 0.3501 1.6751
C -3.0327 -0.3096 0.7515
N -2.5279 -0.7257 -0.3768
O -3.1887 -1.3157 -1.2195
O -1.2477 -0.5130 -0.6423
H 3.2915 0.8894 -0.3448
H 4.4335 -0.2564 0.6268
H 3.0907 0.6884 1.4235
H -0.0348 -2.0261 -0.7222
H -0.2621 -2.1086 0.8373
H 1.3574 -2.8692 0.2436
H -0.1257 1.6009 -2.7487
H 0.9684 1.8815 -1.4446
H -0.4106 3.1063 -1.9662
H -2.5220 0.4757 2.7929
H -4.0345 -0.6045 0.8902
*
```

Atom charges from the Löwdin analysis, given in e for atoms 1 to 6: -0.036 -0.051 -0.442 0.027 0.187 -0.552

Name the most stable of them. entry Q.

Entry P
DFT (wB97M-V/def2-TZVPD) results for a cluster of 9 separate species, H19O9 in total.

## Properties
Frontier orbital gap = 0.4217 Ha
LUMO = -3.01 eV

Structure (ORCA input):
```
! RIJCOSX wB97M-V def2-TZVPD def2/J DEFGRID3
* xyz 1 1
O -0.3816 -1.2064 0.1337
H -1.1242 -0.6520 0.3868
H 0.4624 -0.9573 0.5761
H -0.2986 -1.2811 -0.8040
O -3.0481 -1.2285 -1.7098
H -2.4960 -1.6662 -2.3675
H -3.9098 -1.1858 -2.0878
O 0.7070 -2.3044 -2.3102
H 0.8156 -3.1073 -2.8338
H 1.6330 -1.9930 -2.2163
O -2.3201 0.4843 1.3285
H -2.3192 0.7370 2.2560
H -3.1921 0.6618 0.9882
O -1.4440 2.7284 -0.0582
H -1.6918 2.1217 0.6260
H -0.5344 2.4017 -0.3556
O 2.3215 -0.6899 0.1351
H 2.5901 0.0353 0.7032
H 3.0118 -1.2568 0.4268
O -0.4780 0.4706 -2.0434
H -1.2691 1.0243 -2.1937
H 0.2969 1.0368 -1.9007
O 0.8434 1.3091 1.7822
H 0.2688 2.0709 1.7621
H 1.4875 1.5731 2.4835
O 3.3722 0.6400 2.3399
H 2.5392 0.1461 2.4089
H 4.1576 0.0875 2.5440
*
```

Atom charges from the Löwdin analysis, given in e for atoms 1 to 6: 0.272 0.090 0.120 0.060 -0.034 0.046

Entry Q
DFT (wB97M-V/def2-TZVPD) results for a structure of composition H19O9.

## Properties
Frontier orbital gap = 0.4169 Ha
LUMO = -2.99 eV

Structure (ORCA input):
```
! RIJCOSX wB97M-V def2-TZVPD def2/J DEFGRID3
* xyz 1 1
O -0.0700 0.0260 1.5597
H -0.0511 0.4478 0.4824
H -3.5621 0.9603 1.3599
O -0.3166 -2.5213 1.3625
H -1.2460 -2.4559 1.2913
O -0.2079 2.9600 2.0057
H 2.0880 -3.1035 0.5590
H -1.0685 3.1647 1.6435
O 3.0321 -3.0770 0.6915
H 0.1186 3.8174 2.2958
H 0.0552 -3.3069 0.9578
O 0.2404 0.5485 -0.7697
H 0.1426 -1.3179 -2.6222
H 0.9044 1.0698 -1.2091
O -0.3467 -2.1391 -2.5968
H -0.6152 -2.3178 -3.5021
H -0.5644 0.4844 -1.3157
O 2.5896 1.6331 -0.1471
H 0.8817 0.2347 1.5826
H 2.8096 1.9525 0.7340
O -2.0236 1.3298 -2.6482
H 3.4470 -3.3813 -0.1208
H 3.4277 1.4580 -0.5887
O -2.7305 1.1159 0.8949
H -2.9237 1.2114 -2.9531
H -1.9670 2.2738 -2.4570
H 0.0147 -0.8795 1.0936
H -3.0389 0.9077 0.0003
*
```

Atom charges from the Löwdin analysis, given in e for atoms 1 to 6: 0.102 0.069 0.057 0.011 0.058 -0.047

Name the most stable of them. entry P.

Entry P
DFT (wB97M-V/def2-TZVPD) results for an isolated molecule of C20H20N2O5.

## Properties
Frontier orbital gap = 0.3103 Ha
LUMO = 0.58 eV

Structure (ORCA input):
```
! RIJCOSX wB97M-V def2-TZVPD def2/J DEFGRID3
* xyz 0 1
C 7.1140 -5.2658 -0.1975
C 6.0159 -4.2610 -0.5168
C 5.5160 -3.5709 0.7503
O 4.5471 -2.5686 0.4544
C 3.2814 -2.9807 0.2902
O 2.9341 -4.1328 0.4002
C 2.3627 -1.8665 -0.0323
C 2.8116 -0.5572 -0.2001
C 1.9216 0.4443 -0.5178
C 0.5670 0.1507 -0.6739
O -0.2435 1.2027 -0.9935
C -1.5372 0.9513 -1.4092
C -2.7458 1.3848 -0.8009
C -3.0196 2.1165 0.4333
C -4.2837 1.9323 1.0042
C -4.6773 2.5846 2.1476
C -3.7960 3.4704 2.7650
O -4.1986 4.1101 3.8937
C -2.5422 3.6730 2.2169
C -2.1388 3.0097 1.0606
O -0.9018 3.3217 0.6109
N -3.7639 0.9743 -1.5510
N -3.2491 0.3133 -2.5826
C -1.9004 0.2674 -2.5571
C -1.0763 -0.4186 -3.5832
C 0.1079 -1.1492 -0.4870
C 1.0056 -2.1469 -0.1704
H 7.9618 -4.7716 0.2720
H 6.7435 -6.0315 0.4797
H 7.4578 -5.7490 -1.1082
H 6.3901 -3.5022 -1.2077
H 5.1743 -4.7688 -0.9913
H 6.3296 -3.0446 1.2547
H 5.0730 -4.3085 1.4281
H 3.8603 -0.3356 -0.0838
H 2.2498 1.4634 -0.6513
H -4.9579 1.2525 0.5088
H -5.6528 2.4291 2.5775
H -3.4940 4.6905 4.2065
H -1.8410 4.3597 2.6697
H -0.6296 2.7222 -0.1012
H -3.8619 -0.0749 -3.2820
H -0.0678 -0.0114 -3.5813
H -1.5114 -0.2844 -4.5717
H -1.0102 -1.4879 -3.3769
H -0.9454 -1.3691 -0.5755
H 0.6700 -3.1619 -0.0219
*
```

Atom charges from the Löwdin analysis, given in e for atoms 1 to 6: -0.106 -0.230 -0.181 -0.006 -0.449 0.110

Entry Q
DFT (wB97M-V/def2-TZVPD) results for a structure of composition C20H20N2O5.

## Properties
Frontier orbital gap = 0.3023 Ha
LUMO = -0.24 eV

Structure (ORCA input):
```
! RIJCOSX wB97M-V def2-TZVPD def2/J DEFGRID3
* xyz 0 1
C -6.5704 -0.1932 1.2444
H -6.1216 -0.3126 2.1889
O -5.9397 -1.1121 0.3028
C -4.6970 -1.3251 0.1523
C -4.2717 -2.5064 -0.7946
C -3.0074 -2.5941 -0.8090
C -2.0935 -1.7766 -0.1220
C -2.4904 -0.6115 0.4226
C -3.8733 -0.4285 0.6853
H -4.0931 0.2943 1.4316
H -1.8266 0.2045 1.0801
C -0.6991 -1.7800 -0.6624
C 0.4102 -1.1399 -0.6837
N 0.1640 0.4990 -0.4051
C 0.9497 1.3069 0.0296
O 1.8126 0.9866 1.0164
C 0.6124 2.5769 -0.0336
C -0.0583 3.1014 -1.1916
C -0.2279 4.5972 -1.5216
C -0.0855 5.4630 -0.3470
C 0.5047 5.0047 0.6219
C 0.7551 3.7736 1.0537
H 1.3527 3.4583 1.8588
H 0.7160 5.7817 1.6558
H -0.3062 6.6268 -0.8558
H -0.7038 4.8337 -2.3930
H -0.1979 2.2641 -2.0711
H -0.6908 0.9069 -0.8654
C 1.7088 -1.3408 -0.8750
O 2.4537 -0.6125 -1.6488
N 2.2318 -2.4154 -0.6304
C 3.5584 -2.9629 -0.9141
H 3.6338 -3.9316 -1.1258
C 4.4097 -2.9517 0.4740
C 4.2907 -1.4566 0.9875
O 5.1817 -0.3323 0.8241
O 3.1972 -1.1996 1.4485
H 2.9196 -0.2357 1.9188
H 5.4517 -3.0232 0.2934
H 3.9242 -3.3678 1.3555
H 4.0814 -2.3578 -1.3980
H 1.5928 -2.8945 0.4229
H -0.4347 -2.9307 -0.8107
H -2.6674 -3.4546 -1.4694
H -5.1327 -2.9218 -1.1628
H -7.5463 -0.3811 1.1160
H -6.2782 0.6953 0.8349
*
```

Atom charges from the Löwdin analysis, given in e for atoms 1 to 6: 0.034 0.093 -0.050 -0.284 0.055 -0.110

Name the most stable of them. entry P.

Entry P
DFT (wB97M-V/def2-TZVPD) results for an isolated molecule of Br2OS2.

## Properties
Frontier orbital gap (spin up / spin down) = 0.2667 / 0.2570 Ha
LUMO (spin up / spin down) = -1.70 / -1.79 eV

Structure (ORCA input):
```
! RIJCOSX wB97M-V def2-TZVPD def2/J DEFGRID3
* xyz 0 1
O -0.1822 -0.8730 -0.1365
S -0.8177 0.0411 -1.0004
S 1.5876 0.2292 1.0614
Br -2.2681 1.1903 0.2084
Br 1.1416 1.8341 -0.1080
*
```

For each atom in turn, the Löwdin charge in e is: -0.824 0.328 0.072 0.229 0.195

Entry Q
DFT (wB97M-V/def2-TZVPD) results for an isolated molecule of Br2OS2.

## Properties
Frontier orbital gap (spin up / spin down) = 0.2471 / 0.2576 Ha
LUMO (spin up / spin down) = -2.04 / -1.93 eV

Structure (ORCA input):
```
! RIJCOSX wB97M-V def2-TZVPD def2/J DEFGRID3
* xyz 0 1
Br 3.0211 0.2652 0.4269
S 1.3503 -0.7840 -0.5290
O 0.1366 0.1407 -0.5610
S -1.3154 0.3297 0.8833
Br -3.1925 0.0483 -0.2203
*
```

For each atom in turn, the Löwdin charge in e is: 0.200 0.367 -1.011 0.265 0.178

Name the most stable of them. entry Q.